one | Formula: C4H11N3
Source: the Open Molecules 2025 dataset
Level of theory: ωB97M-V/def2-TZVPD

Structure (XYZ):
```
18
C4H11N3 (ωB97M-V/def2-TZVPD)
H -1.65296 1.03610 1.68676
H -2.00897 -1.33119 0.41595
H 2.36877 1.91597 0.49986
H 0.02484 -2.22664 -2.26301
N 0.59926 0.78950 0.71366
H -1.49484 -2.71847 -0.60056
H 2.03665 0.73582 -0.78446
N 0.08018 -1.21203 -2.13729
H 0.03640 2.64754 -0.05989
C -1.17107 -1.80178 -0.10399
H -0.98236 0.25365 -1.05211
C -0.56769 -0.83691 -1.08343
H 0.36005 0.02271 1.32793
H 2.60346 0.18475 0.81255
C -0.33419 1.81163 0.55287
C 1.98027 0.91570 0.29186
N -1.46894 1.88332 1.14976
H -0.40886 -2.06966 0.63354
```

The LUMO energy comes out at 0.86 eV. The structure (SMILES) is [H]/N=C\NC.[H]/N=C\C. Its highest occupied orbital energy is -8.98 eV. The calculation puts the molar mass at 101.15 g mol⁻¹. The charge is 0. The spin multiplicity is 1.



two | Formula: C4H11N3
Source: the Open Molecules 2025 dataset
Level of theory: ωB97M-V/def2-TZVPD

Structure (XYZ):
```
18
C4H11N3 (ωB97M-V/def2-TZVPD)
H -1.25291 1.35835 1.87797
C -1.06391 0.36717 1.44676
H 0.69437 1.35717 0.66893
H -0.29077 -0.98646 -0.87348
C -0.13704 0.77239 0.27006
H -0.69539 1.43880 -0.39937
H -0.63524 -0.27975 2.20562
N 2.62478 0.14858 -0.78255
N 0.38612 -0.38796 -0.41599
H -3.13665 -0.13995 1.78781
H -2.86147 0.19424 0.07428
H 2.19258 -1.16712 -2.88264
H 2.60725 0.08627 0.22264
H -2.33594 -1.28632 0.78273
N 1.30510 -0.92572 -2.45384
C 1.47713 -0.38697 -1.31508
C -2.41079 -0.20710 0.97657
H 3.53277 0.04437 -1.19042
```

The LUMO energy comes out at 0.98 eV. The structure (SMILES) is [H]/N=C(\N)NCCC. Its highest occupied orbital energy is -8.95 eV. The calculation puts the molar mass at 101.15 g mol⁻¹. The charge is 0. The spin multiplicity is 1.



three | Formula: C4H11N3
Source: the Open Molecules 2025 dataset
Level of theory: ωB97M-V/def2-TZVPD

Structure (XYZ):
```
18
C4H11N3 (ωB97M-V/def2-TZVPD)
H -2.91060 0.13474 -1.10516
H -0.85318 -1.84679 1.36336
H -1.87613 1.50590 -0.50356
C 0.70178 1.03740 1.13387
C -1.99530 0.43920 -0.62042
N 0.35682 -0.11749 0.30134
H 0.36666 -0.77968 -2.01020
H 0.03256 1.85854 0.89365
N -1.66532 -1.46920 0.87354
C 0.60353 0.19147 -1.59394
H 2.14239 -0.92105 0.77573
C -1.36015 -0.40252 0.26764
N 1.17201 -1.21458 0.70091
H 1.12148 -1.93479 -0.01374
H 1.72139 1.37477 0.92284
H 1.67365 0.34586 -1.46691
H 0.14259 1.01938 -2.11228
H 0.62582 0.77886 2.19333
```

The LUMO energy comes out at 0.43 eV. Its highest occupied orbital energy is -6.35 eV. The calculation puts the molar mass at 101.15 g mol⁻¹. The charge is 0. The spin multiplicity is 1.



Of them, two has the highest stability.



one | Formula: ClH2NO2P
Source: the Open Molecules 2025 dataset
Level of theory: ωB97M-V/def2-TZVPD

Structure (XYZ):
```
7
ClH2NO2P (ωB97M-V/def2-TZVPD)
O -3.16564 1.31966 0.66632
O 0.87338 -0.33996 0.10609
H -0.18474 1.42066 -0.04313
P -3.01697 0.54584 -0.55876
H 0.40675 -1.12766 0.55097
N -0.37887 0.47495 0.15883
Cl -3.65568 -1.32368 0.09686
```

The LUMO energy (spin up / spin down) comes out at 3.88 / 3.88 eV. Its highest occupied orbital energy (spin up / spin down) is -2.05 / -2.27 eV. The calculation puts the molar mass at 114.45 g mol⁻¹. The charge is -1. The spin multiplicity is 1.



two | Formula: ClH2NO2P
Source: the Open Molecules 2025 dataset
Level of theory: ωB97M-V/def2-TZVPD

Structure (XYZ):
```
7
ClH2NO2P (ωB97M-V/def2-TZVPD)
H -0.90628 -0.17089 -0.91363
P -0.10291 -0.93837 1.12213
O -1.56256 -1.09624 1.16949
N -0.03362 0.12052 -0.49178
O 0.75579 0.39740 -1.70351
Cl 0.28034 0.80759 2.37226
H 1.56923 0.87999 -1.55497
```

The LUMO energy comes out at 4.11 eV. The structure (SMILES) is [O-]P(Cl)NO. Its highest occupied orbital energy is -3.31 eV. The calculation puts the molar mass at 114.45 g mol⁻¹. The charge is -1. The spin multiplicity is 1.



Of them, two has the highest stability.



one | Formula: C7H6AlN2O4
Source: the Open Molecules 2025 dataset
Level of theory: ωB97M-V/def2-TZVPD

Structure (XYZ):
```
20
C7H6AlN2O4 (ωB97M-V/def2-TZVPD)
O -3.25171 1.17168 -1.83657
H 0.44842 1.75200 2.87612
C -2.65232 0.22813 -1.63939
C -0.24541 -1.89034 -2.48506
C -1.97856 -2.40499 0.29964
H 3.13230 1.16507 -0.16267
O -2.18157 -3.00655 1.23820
Al -1.48511 -1.23129 -1.16527
N -0.39818 -0.11410 -0.01801
H 1.90829 2.66965 2.48479
H 3.43359 1.63618 1.49708
C 1.01525 2.20247 2.06383
H 0.43213 2.97259 1.56137
O 0.57046 -2.21802 -3.21549
C 2.86382 0.95010 0.86869
O -3.65028 -3.01121 -2.82172
C -2.88705 -2.38812 -2.24035
H 3.15404 -0.05777 1.15089
N 1.34232 1.12101 1.06392
C 0.42959 0.45353 0.47997
```

The LUMO energy comes out at -14.42 eV. Its highest occupied orbital energy is -20.93 eV. The calculation puts the molar mass at 209.12 g mol⁻¹. The charge is +3. The spin multiplicity is 1.



two | Formula: C7H6AlN2O4
Source: the Open Molecules 2025 dataset
Level of theory: ωB97M-V/def2-TZVPD

Structure (XYZ):
```
20
C7H6AlN2O4 (ωB97M-V/def2-TZVPD)
C 1.72319 -1.63956 -0.40367
N -0.27935 1.84009 0.59571
H -1.11767 -3.28678 -3.79667
O 2.78477 -1.97531 -0.06283
H -0.15294 3.54810 1.91965
Al -0.18962 -0.91505 -0.93914
O -3.04112 0.63885 -1.29595
N 0.14973 0.50217 0.60043
O 1.20117 1.29370 -2.91858
O -1.49914 -2.72523 1.46581
C -2.04914 0.03670 -1.22259
H -0.44397 -3.58359 -3.65101
C -1.03481 -2.14060 0.57216
H -0.80680 2.26935 -0.15239
C 0.78777 0.36491 1.78115
C 0.76103 1.58013 2.48933
C 0.69482 0.45624 -2.28379
C 0.07384 2.50729 1.71505
H 1.25184 -0.55396 2.13210
H 1.18640 1.78258 3.45524
```

The LUMO energy comes out at -15.11 eV. Its highest occupied orbital energy is -21.28 eV. The calculation puts the molar mass at 209.12 g mol⁻¹. The charge is +3. The spin multiplicity is 1.



Of them, one has the highest stability.



one | Formula: C2H6S2
Source: the Open Molecules 2025 dataset
Level of theory: ωB97M-V/def2-TZVPD

Structure (XYZ):
```
10
C2H6S2 (ωB97M-V/def2-TZVPD)
H -0.02841 -1.32225 1.20989
H 1.59877 1.19395 0.69217
H 0.32104 0.15034 2.37149
S -0.78309 0.88133 -2.16801
S -2.27329 -0.09163 -1.14625
H 1.77385 -0.41205 -0.22641
C 1.37938 0.13486 0.62014
H -2.38021 -1.24626 -1.76744
C 0.46056 -0.39092 1.44413
H -0.06860 1.10264 -1.02970
```

The LUMO energy comes out at 0.39 eV. The structure (SMILES) is C=C.SS. Its highest occupied orbital energy is -8.91 eV. The calculation puts the molar mass at 94.20 g mol⁻¹. The charge is 0. The spin multiplicity is 1.



two | Formula: C2H6S2
Source: the Open Molecules 2025 dataset
Level of theory: ωB97M-V/def2-TZVPD

Structure (XYZ):
```
10
C2H6S2 (ωB97M-V/def2-TZVPD)
S 3.25075 0.66470 0.56906
C -1.80509 -0.92092 0.07537
H 1.22844 0.64764 0.63967
H 3.01658 1.63940 -0.26383
H -2.26118 -0.98160 1.10420
C -1.11522 0.13262 -0.42903
S 1.50700 -0.36962 -0.10743
H -0.74930 -0.05182 -1.38621
H -2.08122 -1.76859 -0.50069
H -0.99076 1.00819 0.29888
```

The LUMO energy comes out at 0.24 eV. The structure (SMILES) is C=C.SS. Its highest occupied orbital energy is -9.13 eV. The calculation puts the molar mass at 94.20 g mol⁻¹. The charge is 0. The spin multiplicity is 1.



Of them, one has the highest stability.



one | Formula: C2H4N2O2S2
Source: the Open Molecules 2025 dataset
Level of theory: ωB97M-V/def2-TZVPD

Structure (XYZ):
```
12
C2H4N2O2S2 (ωB97M-V/def2-TZVPD)
H 0.61080 -1.43464 -0.22409
N 1.21853 1.08193 1.45460
H -1.14140 -1.65425 -0.57443
S -0.35989 0.66859 -0.73184
C 0.40497 1.53690 0.59184
N -0.22865 2.73990 0.98495
H -1.07277 2.95286 0.38516
O 1.32912 1.97534 2.53556
C -0.43350 -0.96313 -0.03119
H -0.78921 -0.97607 1.05764
S 0.10590 3.19457 2.55609
O -0.87293 2.80360 3.55182
```

The LUMO energy comes out at 0.42 eV. Its highest occupied orbital energy is -9.56 eV. The calculation puts the molar mass at 152.20 g mol⁻¹. The charge is 0. The spin multiplicity is 1.



two | Formula: C2H4N2O2S2
Source: the Open Molecules 2025 dataset
Level of theory: ωB97M-V/def2-TZVPD

Structure (XYZ):
```
12
C2H4N2O2S2 (ωB97M-V/def2-TZVPD)
H 1.12667 2.41339 -0.46519
S 0.30210 3.69563 0.92541
H -1.14917 -0.35215 2.94508
O 1.20615 3.00793 2.59766
C 1.01098 0.99007 1.57993
H -1.58627 0.30489 1.35131
C -1.07085 -0.42774 1.84325
S 0.68922 -0.59178 1.25138
H -1.27748 -1.34552 1.47785
N 0.34012 2.39922 0.03082
O -0.98520 3.85349 1.54512
N 1.29423 1.74454 2.46867
```

The LUMO energy comes out at -0.01 eV. Its highest occupied orbital energy is -9.54 eV. The calculation puts the molar mass at 152.20 g mol⁻¹. The charge is 0. The spin multiplicity is 1.



Of them, one has the highest stability.



one | Formula: C2H5N2S
Source: the Open Molecules 2025 dataset
Level of theory: ωB97M-V/def2-TZVPD

Structure (XYZ):
```
10
C2H5N2S (ωB97M-V/def2-TZVPD)
C 0.57418 0.33359 0.64955
C 1.44943 -0.72867 0.18734
N -0.72650 0.59138 -0.27640
H -1.39139 0.08240 0.28163
H 2.28765 -2.27497 -0.73058
H -0.64714 1.61588 -0.30108
H 0.47619 0.45974 1.76255
S 2.04756 0.99367 -0.09267
H -0.39942 0.28195 -1.15619
N 1.57179 -1.93255 -0.10974
```

The LUMO energy comes out at -4.15 eV. The structure (SMILES) is [H]/N=C1\S[C@H]1[NH3+]. Its highest occupied orbital energy is -14.41 eV. The calculation puts the molar mass at 89.14 g mol⁻¹. The charge is +1. The spin multiplicity is 1.



two | Formula: C2H5N2S
Source: the Open Molecules 2025 dataset
Level of theory: ωB97M-V/def2-TZVPD

Structure (XYZ):
```
10
C2H5N2S (ωB97M-V/def2-TZVPD)
H 1.30722 -0.85106 1.28516
C 1.19630 -0.47612 0.25926
H 1.25548 -1.46046 -0.19141
H -2.84685 0.98134 0.71234
N 0.00563 0.15029 0.09070
S 2.93065 0.29947 -0.08618
N -2.39180 0.48684 -0.06866
H -2.72236 0.08704 -0.93255
C -1.16925 0.26379 0.15150
H 2.43498 0.51887 -1.22017
```

The LUMO energy comes out at -4.51 eV. The structure (SMILES) is [NH2+]=C=NCS. Its highest occupied orbital energy is -13.50 eV. The calculation puts the molar mass at 89.14 g mol⁻¹. The charge is +1. The spin multiplicity is 1.



three | Formula: C2H5N2S
Source: the Open Molecules 2025 dataset
Level of theory: ωB97M-V/def2-TZVPD

Structure (XYZ):
```
10
C2H5N2S (ωB97M-V/def2-TZVPD)
N -0.99135 0.23104 0.16953
N 1.15988 0.56669 -0.15058
H 2.09435 0.23467 -0.21227
H -2.11849 -1.46324 -0.18856
H 0.14895 -1.26633 -0.38500
H -1.24532 1.16406 0.39716
S -3.74574 0.25951 0.33514
C -2.45118 -0.55150 0.15106
H 1.05650 1.53972 0.07674
C 0.16513 -0.27662 -0.06904
```

The LUMO energy comes out at -5.02 eV. The structure (SMILES) is N/C=[NH+]/C=S. Its highest occupied orbital energy is -14.23 eV. The calculation puts the molar mass at 89.14 g mol⁻¹. The charge is +1. The spin multiplicity is 1.



Of them, three has the highest stability.



one | Formula: C4H12O2S2
Source: the Open Molecules 2025 dataset
Level of theory: ωB97M-V/def2-TZVPD

Structure (XYZ):
```
20
C4H12O2S2 (ωB97M-V/def2-TZVPD)
S -0.25285 2.58265 0.05140
H -1.13511 -1.53358 1.80328
H -2.12390 1.03320 -0.01452
O 2.66134 1.41516 -0.28627
H -1.42628 1.17233 -1.62565
O 0.54217 -2.69466 1.42879
H 0.36781 0.24566 -1.26199
H -2.41087 2.44637 -0.96136
H -0.23379 0.54124 1.20147
H 3.01378 2.26864 0.00537
H 0.24631 -1.23284 2.80932
S -1.06048 -1.70046 -1.22032
H 1.20152 -1.20031 -0.87994
H 1.41072 -0.07748 1.02186
H 1.71855 1.70416 -0.35664
C 0.27798 -0.64553 -0.64669
C 0.36494 -0.31109 0.86596
C -1.61562 1.73100 -0.70639
H 0.06021 -2.97544 0.64008
C -0.04593 -1.43106 1.76930
```

The LUMO energy comes out at -4.68 eV. Its highest occupied orbital energy is -8.45 eV. The calculation puts the molar mass at 156.27 g mol⁻¹. The charge is 0. The spin multiplicity is 1.



two | Formula: C4H12O2S2
Source: the Open Molecules 2025 dataset
Level of theory: ωB97M-V/def2-TZVPD

Structure (XYZ):
```
20
C4H12O2S2 (ωB97M-V/def2-TZVPD)
H 0.40137 -0.07984 2.80630
H -1.26451 0.99869 0.49482
H 1.13447 2.46603 1.21172
H -1.12131 1.89738 1.94560
H -1.27507 0.23250 -1.58800
C 0.57250 1.78800 0.58059
S 0.13580 -1.56925 0.99920
H 2.16058 2.68124 -1.85922
O 2.65657 1.85616 -1.79546
H 0.24403 -0.50114 -1.99775
H 1.43662 1.06192 0.56510
H 0.51275 3.21988 -0.57507
C -0.60519 1.11516 1.34154
H -1.13375 -1.21663 -2.71969
C -0.41121 -0.18631 2.09165
H 2.58981 1.50753 -2.67783
H -1.38646 -0.47393 2.50182
S -1.09580 -1.99176 -0.52581
O 0.06630 2.36248 -0.59506
C -0.80410 -0.73232 -1.77801
```

The LUMO energy comes out at 0.45 eV. The structure (SMILES) is CSSCCCO.O. Its highest occupied orbital energy is -8.46 eV. The calculation puts the molar mass at 156.27 g mol⁻¹. The charge is 0. The spin multiplicity is 1.



Of them, two has the highest stability.